1.
Formula: C39H46N6O12PSSc
Source: OMol25
Level of theory: ωB97M-V with the def2-TZVPD basis set

relative energy (zero: lowest compared OMol25 entry of this formula, charge and spin) = 9.3 kcal/mol
LUMO level = -0.0091 hartree
orbital gap = 0.28787 Eh
2S+1 = 1
E_HOMO = -8.1 eV

Structure (XYZ):
```
106
C39H46N6O12PSSc (ωB97M-V with the def2-TZVPD basis set)
Sc -0.067 0.075 -0.395
O 0.585 0.538 -2.366
N 1.666 0.132 -2.906
N 2.376 -0.551 -2.115
O 2.005 -0.793 -0.886
C 3.622 -1.091 -2.591
C 4.028 -0.885 -3.904
C 5.226 -1.429 -4.330
C 6.016 -2.172 -3.462
C 5.600 -2.366 -2.154
C 4.400 -1.826 -1.712
H 3.407 -0.308 -4.574
H 5.546 -1.274 -5.353
H 6.948 -2.602 -3.807
H 6.207 -2.943 -1.468
H 4.058 -1.977 -0.700
S -2.408 -3.734 -2.186
C -0.913 -4.429 -1.657
C -0.530 -5.766 -1.632
C 0.738 -6.075 -1.178
C 1.614 -5.065 -0.770
C 1.230 -3.738 -0.791
C -0.056 -3.412 -1.221
N -0.593 -2.132 -1.309
C -1.790 -2.141 -1.816
C -2.598 -0.937 -2.002
C -3.803 -1.009 -2.707
C -4.611 0.106 -2.805
C -4.204 1.280 -2.183
C -2.988 1.334 -1.512
C -2.121 0.241 -1.398
H -1.206 -6.543 -1.967
H 1.057 -7.109 -1.149
H 2.609 -5.329 -0.432
H 1.888 -2.937 -0.486
H -4.106 -1.940 -3.176
H -5.547 0.064 -3.349
H -4.835 2.161 -2.227
H -2.720 2.278 -1.048
O -2.063 -0.961 1.130
C -2.310 0.032 1.767
O -1.842 1.217 1.368
C -3.172 0.084 3.023
N -3.665 1.460 3.165
C -4.933 1.473 2.415
C -5.585 0.103 2.666
C -4.393 -0.851 2.912
H -2.504 -0.162 3.848
H -2.164 1.863 2.033
H -3.831 1.666 4.141
H -4.702 1.594 1.353
H -5.553 2.312 2.726
H -6.199 -0.211 1.823
H -6.226 0.153 3.547
H -4.247 -1.552 2.092
H -4.524 -1.427 3.825
C -2.280 5.476 -0.150
C -1.317 4.511 0.515
O -0.127 4.340 -0.263
P 0.001 3.053 -1.257
O -0.910 3.604 -2.482
C -1.018 2.903 -3.735
C -2.180 3.489 -4.505
O 1.451 3.404 -1.891
C 2.577 3.866 -1.149
C 2.954 5.258 -1.612
H -3.183 5.579 0.457
H -2.550 5.112 -1.141
H -1.816 6.457 -0.261
H -1.802 3.543 0.672
H -1.001 4.891 1.486
H -1.161 1.838 -3.559
H -0.084 3.039 -4.285
H -3.116 3.297 -3.981
H -2.236 3.028 -5.494
H -2.052 4.566 -4.623
H 3.397 3.166 -1.321
H 2.344 3.882 -0.087
H 3.108 5.270 -2.692
H 3.877 5.580 -1.122
H 2.155 5.959 -1.366
C 2.834 2.620 2.322
C 2.393 1.475 1.451
N 3.170 0.389 1.456
O 1.364 1.554 0.771
H 3.138 2.265 3.307
H 2.019 3.331 2.424
H 3.685 3.117 1.854
H 3.967 0.316 2.059
H 2.903 -0.374 0.849
O 0.116 0.041 3.280
C 0.514 -0.918 2.619
O 0.586 -0.983 1.340
C 0.943 -2.159 3.377
C 1.335 -2.040 4.706
C 1.760 -3.152 5.413
C 1.768 -4.381 4.775
C 1.352 -4.529 3.464
C 0.941 -3.406 2.766
N 2.226 -5.569 5.519
O 2.522 -5.428 6.691
O 2.287 -6.626 4.920
H 1.297 -1.063 5.170
H 2.082 -3.085 6.442
H 1.355 -5.511 3.011
H 0.595 -3.485 1.750
```



2.
Formula: C39H47CdN3O7S3SeSi
Source: OMol25
Level of theory: ωB97M-V with the def2-TZVPD basis set

relative energy (zero: lowest compared OMol25 entry of this formula, charge and spin) = 25.8 kcal/mol
LUMO level = -0.0303 hartree
orbital gap = 0.24514 Eh
2S+1 = 1
E_HOMO = -7.5 eV

Structure (XYZ):
```
102
C39H47CdN3O7S3SeSi (ωB97M-V with the def2-TZVPD basis set)
Cd 1.054 -0.828 0.070
C -2.140 0.295 -0.850
O -1.588 -0.229 0.345
C -2.520 -0.802 1.235
C -1.850 -0.922 2.594
O -0.529 -1.375 2.429
C 0.227 -1.268 3.619
C 0.543 0.169 4.020
O 1.167 0.830 2.951
C 2.004 1.895 3.338
H -2.927 -0.351 -1.234
H -1.330 0.347 -1.574
H -2.562 1.293 -0.675
H -2.843 -1.771 0.842
H -3.409 -0.166 1.347
H -2.418 -1.600 3.242
H -1.836 0.068 3.065
H 1.165 -1.784 3.410
H -0.287 -1.748 4.462
H 1.207 0.120 4.892
H -0.363 0.721 4.311
H 2.753 1.563 4.064
H 1.422 2.723 3.764
H 2.524 2.234 2.443
S -2.888 2.923 2.945
C -3.658 4.128 3.889
C -2.986 5.308 3.853
C -1.826 5.243 3.043
C -1.623 4.018 2.472
C -0.551 3.594 1.575
C -0.433 2.233 1.220
N 0.449 1.755 0.383
C 1.332 2.608 -0.164
C 1.348 3.980 0.148
C 2.364 4.810 -0.428
C 3.302 4.297 -1.256
C 3.308 2.905 -1.596
C 4.284 2.316 -2.411
C 4.249 0.957 -2.662
C 3.161 0.232 -2.119
N 2.239 0.768 -1.360
C 2.306 2.074 -1.071
C 5.294 0.274 -3.415
C 6.408 0.814 -4.004
C 7.229 -0.147 -4.635
C 6.733 -1.408 -4.513
S 5.268 -1.444 -3.636
C 0.368 4.467 1.024
H -4.571 3.890 4.411
H -3.302 6.194 4.382
H -1.153 6.075 2.895
H -1.114 1.511 1.654
H 2.375 5.863 -0.173
H 4.079 4.930 -1.666
H 5.073 2.933 -2.822
H 3.050 -0.827 -2.329
H 6.644 1.868 -3.983
H 8.145 0.093 -5.154
H 7.150 -2.329 -4.886
H 0.348 5.526 1.249
C 4.935 -4.224 -0.617
Si 3.728 -3.841 0.788
C 4.657 -4.218 2.400
C 2.143 -4.837 0.674
Se 3.293 -1.575 0.930
H 5.422 -5.183 -0.423
H 5.708 -3.458 -0.683
H 4.431 -4.285 -1.582
H 5.178 -5.176 2.337
H 3.985 -4.249 3.259
H 5.397 -3.438 2.586
H 2.355 -5.909 0.717
H 1.639 -4.643 -0.270
H 1.457 -4.587 1.487
C -5.882 2.918 -0.911
C -5.725 1.451 -1.202
C -5.927 0.500 -0.203
C -5.792 -0.851 -0.473
C -5.449 -1.254 -1.754
C -5.247 -0.330 -2.764
C -5.385 1.021 -2.482
S -5.215 -2.981 -2.077
O -5.145 -3.176 -3.496
O -6.173 -3.720 -1.302
N -3.742 -3.264 -1.355
C -2.532 -3.109 -2.185
C -1.307 -3.548 -1.391
C -0.003 -2.934 -1.949
O 0.749 -3.663 -2.581
O 0.198 -1.681 -1.725
H -5.760 3.125 0.152
H -6.877 3.255 -1.209
H -5.151 3.502 -1.469
H -6.187 0.826 0.797
H -5.953 -1.599 0.292
H -4.984 -0.683 -3.752
H -5.218 1.752 -3.264
H -3.801 -4.191 -0.939
H -2.442 -2.055 -2.458
H -2.621 -3.685 -3.108
H -1.212 -4.634 -1.411
H -1.409 -3.211 -0.356
```



3.
Formula: C39H47CoN3OS
Source: OMol25
Level of theory: ωB97M-V with the def2-TZVPD basis set

charge = -2
LUMO level (alpha / beta) = 0.1691 / 0.1689 hartree
orbital gap (alpha / beta) = 0.20210 / 0.21153 Eh
2S+1 = 4
E_HOMO (alpha / beta) = -0.9 / -1.2 eV
<S²> = 3.762

Structure (XYZ):
```
92
C39H47CoN3OS (ωB97M-V with the def2-TZVPD basis set)
Co 0.702 -0.188 0.612
N 0.440 -4.461 -0.109
C 0.744 -3.196 0.351
S 0.640 -1.958 -0.927
N 1.118 -3.144 1.608
N 1.405 -1.810 1.899
C 1.901 -1.657 3.067
C 2.310 -0.411 3.639
C 2.627 -0.459 4.943
C 3.280 0.575 5.650
C 3.532 1.786 4.897
C 3.059 1.890 3.568
C 2.372 0.786 2.947
O 1.922 1.002 1.731
H 0.107 -4.547 -1.048
H -0.032 -4.975 0.593
H 1.962 -2.538 3.669
H 2.520 -1.415 5.337
H 3.541 0.421 6.657
H 4.072 2.641 5.206
H 3.260 2.719 2.962
C -0.458 0.682 -2.276
C 0.557 0.147 -3.041
C 1.833 0.672 -2.565
C 1.481 1.438 -1.494
C 0.068 1.500 -1.253
C -0.623 2.751 -0.716
C -2.139 2.419 -0.373
C -0.635 3.765 -1.884
C 0.017 3.354 0.552
C 3.231 0.345 -2.969
C 3.590 -1.163 -2.624
C 3.437 0.683 -4.435
C 4.200 1.186 -2.195
C 0.139 -0.649 -4.266
C 0.078 0.257 -5.504
C -1.310 -1.231 -4.033
C 0.914 -1.971 -4.598
H -1.526 0.436 -2.390
H 2.126 2.061 -0.902
H -2.451 1.802 -1.245
H -2.792 3.328 -0.264
H -2.185 1.751 0.465
H -1.149 3.253 -2.650
H 0.388 3.913 -2.186
H -1.157 4.657 -1.572
H 0.161 2.525 1.286
H -0.580 4.109 1.069
H 0.994 3.833 0.355
H 3.170 -1.910 -3.332
H 3.096 -1.414 -1.672
H 4.663 -1.322 -2.459
H 3.149 -0.190 -5.085
H 4.457 0.740 -4.654
H 2.897 1.531 -4.565
H 4.180 0.995 -1.114
H 4.103 2.264 -2.416
H 5.180 0.838 -2.605
H -0.593 1.063 -5.253
H -0.394 -0.302 -6.271
H 1.037 0.512 -5.952
H -2.058 -0.411 -4.060
H -1.435 -1.730 -2.999
H -1.605 -2.065 -4.790
H 1.902 -1.756 -4.912
H 0.373 -2.547 -5.360
H 0.992 -2.587 -3.686
C -6.420 -1.560 1.203
C -5.724 -2.082 0.176
C -4.335 -1.861 0.093
C -3.682 -1.018 1.076
C -4.391 -0.595 2.172
C -5.797 -0.852 2.178
C -2.217 -0.826 0.810
C -1.212 -0.454 1.558
C -1.346 -0.339 3.002
C -1.232 0.943 3.592
C -1.465 1.112 4.935
C -1.775 0.009 5.748
C -1.819 -1.270 5.205
C -1.618 -1.435 3.838
H -7.527 -1.829 1.212
H -6.269 -2.612 -0.574
H -3.773 -2.141 -0.772
H -4.001 0.132 2.884
H -6.290 -0.475 3.009
H -2.112 -0.944 -0.275
H -0.908 1.841 3.043
H -1.454 2.106 5.401
H -1.938 0.151 6.825
H -1.876 -2.144 5.867
H -1.623 -2.477 3.433
```



- What is the formula in the third record?
  C39H47CoN3OS